[1]
This record from the OMol25 dataset describes a molecular structure, C44H52BrN4OS4TaTe at a distorted geometry. The level of theory is ωB97M-V/def2-TZVPD.

Geometry as XYZ:
```
108
Properties=species:S:1:pos:R:3:forces:R:3
Ta 1.01038 1.08581 0.29613 1.9 0.4 0.0
C 2.21379 3.97079 3.06538 0.0 0.0 0.0
C 0.71689 3.86350 3.19838 0.1 0.2 0.0
C -0.01521 4.95866 3.64818 0.0 0.0 0.0
C -1.38864 4.88552 3.81555 0.0 0.0 0.0
C -2.04831 3.69201 3.55802 0.0 0.0 0.0
C -1.34708 2.58304 3.09960 -0.2 -0.1 0.0
C -2.06035 1.28262 2.81562 0.1 0.1 -0.1
C 0.02789 2.69651 2.89066 -0.1 -0.7 -0.2
N 0.71748 1.56020 2.31466 0.2 -0.1 0.0
C 1.47041 0.78654 3.24764 -0.5 0.4 0.0
C 1.45855 1.08146 4.72786 0.0 0.0 -0.1
C 2.14384 -0.24525 2.73218 0.1 -0.3 -0.4
C 2.92718 -1.23701 3.53641 0.1 0.0 -0.1
N 2.01386 -0.39619 1.32130 0.2 0.0 -0.1
C 2.70140 -1.56909 0.81691 -0.3 0.3 0.2
C 4.05974 -1.50032 0.49916 0.2 0.1 0.0
C 4.90619 -0.29423 0.83787 -0.1 0.0 0.0
C 4.66316 -2.60750 -0.09154 0.0 0.0 0.0
C 3.94853 -3.76869 -0.34320 0.0 0.0 0.0
C 2.63494 -3.85918 0.09021 0.0 0.0 0.0
C 2.01077 -2.78056 0.71596 -0.1 -0.1 0.0
C 0.66666 -2.99049 1.36178 0.1 -0.1 0.1
H 2.49421 4.92990 2.62313 0.0 0.0 0.0
H 2.63499 3.17695 2.45079 0.0 0.0 0.0
H 2.68559 3.91759 4.05267 0.0 0.0 -0.1
H 0.50842 5.88622 3.85616 0.0 0.0 0.0
H -1.94249 5.75276 4.15464 0.0 0.0 0.0
H -3.12010 3.61685 3.70777 0.0 0.0 0.0
H -3.10135 1.33261 3.13917 0.0 0.0 0.0
H -1.57577 0.44318 3.32046 0.0 0.0 0.0
H -2.06299 1.04690 1.74466 0.0 0.0 0.1
H 0.85319 1.95101 4.96268 0.0 0.0 0.0
H 2.46797 1.27038 5.09851 0.0 0.0 0.0
H 1.05184 0.23562 5.28711 0.0 0.0 0.0
H 2.84341 -1.01045 4.59596 0.0 0.0 0.0
H 3.99062 -1.23070 3.27548 -0.1 0.0 0.0
H 2.57186 -2.25953 3.38128 0.0 0.0 0.0
H 4.36679 0.43354 1.43958 0.0 0.0 0.0
H 5.26814 0.23162 -0.04963 0.0 0.0 0.0
H 5.78647 -0.61733 1.39719 0.0 0.0 0.0
H 5.71679 -2.55184 -0.34772 0.0 0.0 0.0
H 4.42678 -4.61382 -0.82423 0.0 0.0 0.0
H 2.08487 -4.78809 -0.02297 0.0 0.0 0.0
H 0.79869 -3.58155 2.27452 0.0 0.0 0.0
H 0.00467 -3.55502 0.70841 0.0 0.0 0.0
H 0.18467 -2.05756 1.63808 0.0 0.0 0.0
O 3.15158 7.70268 -0.44504 0.0 -0.1 0.0
C 2.75246 6.57050 -0.40985 0.0 0.2 0.0
S 1.04129 6.13194 -0.24104 0.0 0.1 0.0
C 1.27419 4.39703 -0.21847 -0.3 -0.1 0.0
C 2.52960 3.95672 -0.35807 0.3 -0.2 -0.1
S 3.07369 2.29482 -0.19699 -0.6 -0.2 0.4
S 3.80388 5.14855 -0.53488 0.0 0.0 0.0
S -0.14500 3.44232 0.07057 0.1 -0.2 0.2
N 3.34301 -0.23567 -2.36324 -0.1 0.1 -0.1
N 2.08423 -0.49623 -1.74289 -0.3 0.0 0.4
H 3.54327 -0.95621 -3.04765 0.0 -0.1 0.0
H 4.05529 -0.27947 -1.65041 0.1 0.0 0.1
H 1.94008 -1.48642 -1.55360 0.1 0.0 0.0
H 1.36495 -0.16743 -2.37497 0.0 -0.1 -0.1
C -2.79842 -7.30711 -1.94555 0.0 0.1 0.0
C -2.50634 -5.85383 -1.67207 0.0 0.0 -0.1
C -2.05288 -5.01007 -2.67920 0.0 0.0 0.0
C -1.77384 -3.66452 -2.45589 -0.1 -0.1 0.0
C -1.28392 -2.83610 -3.62296 0.0 -0.1 0.1
C -1.97375 -3.15675 -1.16199 -0.1 -0.1 0.5
Te -1.38519 -1.16084 -0.84754 0.1 0.2 -0.6
C -2.41930 -3.98582 -0.12085 0.0 0.0 0.0
C -2.63469 -3.51793 1.30170 0.0 -0.1 -0.1
C -2.68135 -5.32383 -0.40245 0.0 0.0 0.1
H -2.71217 -7.53586 -3.00713 0.0 0.0 0.0
H -3.80638 -7.57009 -1.62129 0.0 0.0 0.0
H -2.10370 -7.95196 -1.40356 0.0 0.0 0.0
H -1.90421 -5.41237 -3.67650 0.0 0.0 0.0
H -1.27609 -3.44204 -4.52894 0.0 0.0 0.0
H -0.27213 -2.45857 -3.46085 0.0 0.0 0.0
H -1.92224 -1.96797 -3.79284 0.0 0.0 0.0
H -2.27921 -2.50198 1.46396 0.0 0.0 0.0
H -2.11378 -4.17509 2.00066 0.0 0.0 0.0
H -3.69466 -3.55528 1.56206 0.0 0.0 0.0
H -3.02264 -5.96849 0.40296 0.0 0.0 0.0
C 0.33646 1.32190 -5.18949 0.0 0.0 0.0
C -0.59266 1.99242 -4.16917 0.1 0.0 0.2
C -2.03789 1.52268 -4.38096 0.0 0.0 0.0
C -0.50727 3.52108 -4.29766 0.0 0.0 0.0
C -0.16508 1.61708 -2.81129 0.2 -0.2 0.0
C 0.22506 1.34388 -1.68908 -0.9 0.5 -0.2
H 0.08296 1.65330 -6.20037 0.0 0.0 0.0
H 0.23318 0.23446 -5.14722 0.0 0.0 0.0
H 1.37840 1.57733 -4.98939 0.0 0.0 0.0
H -2.35520 1.75160 -5.40156 0.0 0.0 0.0
H -2.71682 2.02211 -3.68718 0.0 0.0 0.0
H -2.12294 0.44526 -4.22279 0.0 0.0 0.0
H -0.85513 3.83439 -5.28613 0.0 0.0 0.0
H 0.52096 3.86099 -4.16271 0.0 0.0 0.0
H -1.12198 4.00574 -3.53713 0.0 0.0 0.0
Br -6.84733 2.40269 0.87301 -0.1 0.0 0.0
C -5.38349 1.36129 0.28744 0.0 0.0 0.0
C -4.30161 1.98221 -0.31269 0.2 0.0 0.0
C -3.20050 1.21907 -0.68157 -0.1 0.1 0.1
C -3.18934 -0.15523 -0.44817 0.0 0.1 -0.1
C -4.30029 -0.77041 0.11042 -0.1 0.0 0.0
C -5.40349 -0.00877 0.48229 0.1 -0.1 0.0
H -4.30262 3.05163 -0.48104 0.0 0.0 0.0
H -2.34722 1.71280 -1.13466 0.0 0.0 0.0
H -4.32731 -1.84204 0.25456 0.0 0.0 0.0
H -6.26381 -0.48153 0.93888 0.0 0.0 0.0
```
Forces are in eV/Å.

As for the net charge: 0. Its energy above the lowest of the compared OMol25 structures with the same formula, charge and spin is 36.2 kcal/mol. The value obtained for the total energy is -176707.8780 eV. For the gap between HOMO and LUMO, the calculation gives 0.210 Ha.

Atom charges from the Mulliken analysis, given in e for atoms 1 to 99: -0.0703, -1.4580, 1.3122, -0.8399, -1.0943, -0.8757, 0.8619, -0.9788, -0.7981, 0.9644, 0.9118, -2.3155, 1.2369, -1.9909, 0.6583, -0.5341, 0.5497, -1.5853, -0.6516, -1.0217, -0.6654, 1.6755, -1.4870, 0.4281, -0.1492, 0.4260, 0.4890, 0.3952, 0.4441, 0.5531, 0.2016, -0.0163, 0.3536, 0.4064, 0.5310, 0.6715, 0.1521, 0.1797, 0.1908, 0.4539, 0.4604, 0.4818, 0.4337, 0.5301, 0.4315, 0.1550, 0.0506, -0.5885, 0.5963, -0.1198, -0.0012, 0.3541, -0.4912, -0.1302, -0.5202, -0.6998, 0.2166, 0.2736, 0.0640, 0.0789, -0.0150, -1.6006, 0.5657, -1.0325, 0.4315, -1.2980, 0.6136, 0.4504, 1.3520, -1.8999, -0.9605, 0.3584, 0.3632, 0.3175, 0.3215, 0.4644, 0.2107, 0.1301, -0.1803, 0.5170, 0.5512, 0.4625, -1.6700, 2.1487, -1.3664, -1.7178, 0.2462, 0.4732, 0.4624, 0.2225, 0.3354, 0.4785, 0.2571, 0.0668, 0.4252, 0.3579, 0.3156, -0.1974, -0.1174



[2]
This record from the OMol25 dataset describes a molecular structure, C44H53BrO3SSbSiZn. The level of theory is ωB97M-V/def2-TZVPD.

Geometry as XYZ:
```
105
Properties=species:S:1:pos:R:3:forces:R:3
Zn 0.28241 -0.07512 0.27932 -0.4 0.3 0.2
O 0.84653 0.55842 2.24877 0.4 0.0 -0.3
C 2.27625 0.90681 2.25579 0.2 0.2 0.2
C 2.76409 0.98971 0.77338 -0.5 0.0 -0.2
O 3.94096 1.13896 0.55151 -0.2 0.1 0.0
O 1.81166 0.93834 -0.12883 0.8 -0.2 0.3
C 2.45242 2.29193 2.88354 0.0 -0.1 -0.1
C 1.35763 3.07097 3.22627 0.0 0.1 0.1
C 1.53818 4.30583 3.84666 -0.1 0.0 0.0
C 2.81354 4.77166 4.11261 0.1 0.0 -0.1
C 3.91620 4.00219 3.74582 0.0 0.0 0.1
C 3.74043 2.76956 3.13916 -0.1 0.0 0.0
C 3.01761 -0.17300 3.03991 -0.2 0.0 0.0
C 3.59742 -1.25936 2.39359 0.0 -0.1 0.0
C 4.21022 -2.26683 3.12774 0.0 0.0 -0.1
C 4.24754 -2.19900 4.51387 0.0 0.0 0.0
C 3.64968 -1.12913 5.16880 0.0 0.0 0.0
C 3.03128 -0.12405 4.43576 0.0 -0.1 -0.1
H 0.62891 0.26273 3.14016 -0.1 -0.2 0.0
H 0.35556 2.71167 3.03009 0.0 0.0 0.0
H 0.67223 4.89469 4.13215 0.1 0.0 0.0
H 2.95305 5.73083 4.59534 0.0 0.0 0.0
H 4.92007 4.35540 3.95646 -0.1 0.0 0.0
H 4.59627 2.17203 2.85423 0.0 0.0 0.0
H 3.59448 -1.31230 1.30966 0.1 0.0 0.1
H 4.67389 -3.09988 2.61031 0.0 0.1 0.0
H 4.74993 -2.97288 5.08292 -0.1 0.0 0.0
H 3.67906 -1.06709 6.25107 0.0 0.0 -0.1
H 2.57579 0.71412 4.95138 0.1 0.0 0.0
C -1.85654 -3.53697 1.53594 -0.1 -0.1 0.0
C -2.21355 -3.85007 0.06895 -0.1 0.0 0.1
C -3.14608 -2.73213 -0.41098 -0.2 0.0 0.0
C -3.00467 -5.17559 0.00707 0.1 -0.1 -0.1
Si -0.67084 -4.04672 -1.02075 0.4 0.5 0.4
Br 0.90533 -2.41227 -0.06103 -0.3 -0.4 -0.1
C 0.35566 -5.60842 -0.69731 0.2 -0.1 0.0
C 0.43399 -5.90967 0.81024 0.0 0.0 0.0
C -0.30999 -6.80019 -1.41277 0.0 0.0 0.0
C 1.80671 -5.48420 -1.20898 0.0 -0.1 0.0
C -0.80179 -3.46057 -2.80685 0.0 0.0 -0.2
C -1.12653 -1.96223 -2.91212 -0.1 0.0 0.0
C -1.92740 -4.26296 -3.49299 -0.1 -0.1 0.1
C 0.51557 -3.69837 -3.56358 0.0 -0.1 0.0
H -2.74796 -3.69981 2.15520 0.1 0.0 -0.1
H -1.56065 -2.49116 1.64955 0.0 -0.1 0.0
H -1.05158 -4.15524 1.93290 -0.1 0.1 0.0
H -3.98651 -2.65513 0.29215 0.1 0.0 -0.1
H -3.56077 -2.92526 -1.40567 0.0 0.1 0.2
H -2.64877 -1.76246 -0.42220 0.0 0.0 0.0
H -3.96576 -5.03735 0.51391 0.1 0.0 0.0
H -2.48157 -5.99510 0.50582 -0.1 0.1 0.0
H -3.21457 -5.48387 -1.02502 0.0 0.0 0.2
H -0.54473 -6.10109 1.25436 0.1 0.0 0.0
H 0.92031 -5.09546 1.35858 -0.1 -0.1 0.0
H 1.04111 -6.81165 0.95273 -0.1 0.1 0.0
H -1.32205 -6.99655 -1.04892 0.1 0.0 -0.1
H 0.28894 -7.69922 -1.22855 -0.1 0.1 0.0
H -0.35967 -6.65193 -2.49626 0.1 -0.1 0.1
H 2.30208 -4.58130 -0.84066 0.0 -0.2 -0.1
H 1.86490 -5.49229 -2.29734 0.0 0.0 0.2
H 2.37494 -6.34634 -0.83969 -0.1 0.1 -0.1
H -2.04091 -1.68602 -2.38910 0.1 0.0 -0.1
H -1.26035 -1.71323 -3.97134 0.0 0.0 0.1
H -0.31061 -1.34591 -2.53029 0.0 0.0 0.0
H -2.91200 -4.02564 -3.07489 0.1 0.0 -0.1
H -1.77915 -5.34575 -3.41016 0.0 0.2 -0.1
H -1.94643 -4.01042 -4.55920 0.0 0.0 0.1
H 1.38225 -3.31104 -3.01886 -0.1 0.0 -0.1
H 0.46692 -3.17992 -4.52747 0.0 -0.1 0.1
H 0.67846 -4.76016 -3.76915 0.0 0.1 0.0
S -1.74314 0.76546 -0.32373 0.2 0.0 0.2
Sb -1.23624 3.01511 -0.67261 -0.3 0.1 -0.5
C -1.41912 3.25037 -2.75772 0.0 0.0 0.0
C -0.92273 4.41369 -3.34585 -0.1 -0.1 0.0
C -1.08387 4.60880 -4.71135 0.0 0.0 0.0
C -1.73177 3.64784 -5.47927 0.0 0.0 0.1
C -2.21664 2.48664 -4.88899 0.0 0.0 -0.1
C -2.06465 2.28411 -3.52419 0.1 0.1 0.0
C -2.90159 4.00475 0.16628 0.2 0.2 0.0
C -4.03182 3.25922 0.48315 0.1 0.1 0.1
C -5.17325 3.91095 0.92839 -0.1 0.1 0.0
C -5.18126 5.29365 1.06922 0.0 -0.1 0.0
C -4.05044 6.03434 0.75189 0.0 0.0 0.0
C -2.90927 5.39584 0.28796 0.0 -0.1 0.0
C 0.59234 4.00028 -0.34991 -0.2 -0.1 0.2
C 1.69372 3.55307 -1.07548 0.0 0.2 0.0
C 2.88300 4.25934 -0.98023 0.0 0.0 0.0
C 2.94983 5.41388 -0.20544 0.0 -0.1 0.0
C 1.83432 5.86467 0.48721 0.0 0.0 0.0
C 0.64486 5.14941 0.43217 0.1 -0.1 0.0
H -0.40484 5.15839 -2.74942 0.0 0.0 0.0
H -0.70092 5.51049 -5.17597 0.0 -0.1 0.0
H -1.85572 3.80500 -6.54384 0.0 0.0 0.0
H -2.71250 1.73652 -5.49461 0.0 0.1 0.0
H -2.43583 1.37947 -3.05693 0.0 0.0 0.0
H -4.02492 2.18251 0.39066 0.0 -0.1 0.0
H -6.06061 3.33621 1.16541 0.1 0.0 0.0
H -6.07075 5.79605 1.42724 0.0 0.0 0.0
H -4.05522 7.11247 0.86082 0.0 -0.1 0.0
H -2.04201 5.98644 0.01424 -0.1 0.0 0.0
H 1.64271 2.65926 -1.68307 0.0 0.1 0.0
H 3.75691 3.90240 -1.51161 0.0 0.0 0.0
H 3.88168 5.96265 -0.13774 -0.1 0.0 0.0
H 1.88563 6.77243 1.07689 0.0 -0.1 0.0
H -0.21488 5.48083 1.00370 0.1 0.0 0.0
```
Forces are in eV/Å.

As for the net charge: +1. Its energy above the lowest of the compared OMol25 structures with the same formula, charge and spin is 4.6 kcal/mol. The value obtained for the total energy is -196339.9979 eV. For the gap between HOMO and LUMO, the calculation gives 0.315 Ha.

Atom charges from the Mulliken analysis, given in e for atoms 1 to 99: 1.4409, -0.9439, 2.7264, 0.1743, -0.6443, -0.7971, -0.7696, -0.1361, -0.9243, -0.4301, -0.9994, -0.1353, -0.2122, -0.3482, -1.2032, -0.4445, -0.9137, -0.0086, 0.4994, 0.3165, 0.4430, 0.4511, 0.4375, 0.5160, 0.6286, 0.4534, 0.4285, 0.4177, 0.4053, -1.6939, 2.8587, -1.8511, -1.9314, -1.1064, -0.1232, 2.3519, -1.9626, -1.6781, -1.6426, 2.8944, -1.8987, -1.5886, -2.0770, 0.5620, 0.1511, 0.2277, 0.6008, 0.2814, 0.0647, 0.5536, 0.3564, 0.3698, 0.3496, 0.2667, 0.6141, 0.2860, 0.5234, 0.3252, 0.2330, 0.3333, 0.5661, 0.2999, 0.6384, 0.0200, 0.2882, 0.2977, 0.5083, 0.3671, 0.5911, 0.3838, -0.6981, 1.5345, 0.6563, -0.4263, -0.6849, -0.4839, -0.5998, -0.5234, 0.6667, -0.6676, -0.6198, -0.4900, -0.7354, -0.3596, 0.9909, -1.1685, -0.4967, -0.6595, -0.8282, -0.4364, 0.3682, 0.3961, 0.3876, 0.4153, 0.2441, 0.3388, 0.4045, 0.3823, 0.4017



What is the gap between HOMO and LUMO in the second record? 0.315 Ha



Which value of gap between HOMO and LUMO does entry 2 give? 0.315 Ha



Number 2 is which compound? C44H53BrO3SSbSiZn



Among the records above, which one has the highest energy above the lowest of the compared OMol25 structures with the same formula, charge and spin? C44H52BrN4OS4TaTe